Record 1
Here is a molecular structure, C29H48ClCoN4O4Si in a non-equilibrium geometry from OMol25. Energies are from wB97M-V/def2-TZVPD.

Calculated values
HOMO-LUMO gap (alpha / beta) in eV: 4.66 / 4.70
Spin multiplicity: 4
Energy relative to the best compared isomer or geometry (same formula, charge and spin) in kcal per mole: 150.5
Charge: -1
LUMO level (alpha / beta) in eV: 2.154 / 2.191

XYZ file:
```
88
Properties=species:S:1:pos:R:3:forces:R:3:lowdin_charge:R:1
O -1.38232 1.72239 -1.11107 3.3 3.3 0.2 -0.0560
C -0.65432 2.74595 -1.20220 -1.5 -3.5 4.8 -0.1792
C -0.03975 3.13670 -2.37854 -0.2 2.1 -3.4 -0.2304
C -0.35774 2.36429 -3.50508 -0.1 -0.1 0.3 -0.0416
H -0.76145 1.37386 -3.33638 0.2 0.0 0.1 0.1068
C -0.27420 2.86350 -4.77686 0.7 0.7 -0.8 -0.0673
H -0.55493 2.20545 -5.60454 0.2 0.4 0.1 0.1058
C 0.18552 4.18907 -4.98773 -0.5 -1.2 1.0 -0.0579
H 0.29202 4.54519 -6.01003 0.0 0.2 0.3 0.0962
C 0.46175 4.97327 -3.85235 0.4 0.4 -1.3 -0.0906
H 0.76634 6.00475 -4.03720 0.0 -0.2 0.3 0.0977
C 0.36122 4.48001 -2.56717 -0.1 -1.0 0.1 -0.0250
H 0.57474 5.10702 -1.70389 -0.1 -0.1 -0.1 0.1216
H -0.49450 3.31844 -0.24531 -0.2 0.1 -1.0 0.1302
C 1.22477 2.71176 1.57774 1.6 1.0 0.5 -0.1611
C 1.68791 2.12964 0.30684 -2.6 0.5 -2.5 -0.3850
H 1.68411 3.68740 1.54526 0.0 0.8 0.9 0.0669
H 1.67320 2.14423 2.38166 -0.2 0.1 1.2 0.0679
H 0.15212 2.83142 1.72574 0.0 -0.3 -0.2 0.0641
C 2.48187 2.79822 -0.55611 1.1 0.4 2.0 -0.2208
C 3.77383 3.26917 -0.00767 0.6 1.6 -0.4 -0.1220
H 2.29569 3.07480 -1.56543 0.1 -0.7 -0.9 0.0583
H 4.12854 4.06149 -0.65784 0.5 0.4 -0.1 0.0592
H 4.54811 2.49625 -0.00419 -0.3 -0.2 0.0 0.0320
H 3.71865 3.69964 1.00196 -0.1 -0.3 0.0 0.0762
Co 1.88976 0.44031 0.92361 -1.6 -2.4 -0.6 0.3648
Cl 3.96879 -0.01330 0.52201 1.1 -0.5 0.2 0.1069
C 2.08912 -2.81485 1.17136 -3.5 2.4 0.5 -0.2559
O 1.20998 -1.88711 1.35808 3.2 -2.6 0.1 -0.1013
N 1.85476 -4.12868 1.37083 0.5 0.1 0.2 -0.1709
C 0.70732 -4.63763 2.09663 -0.3 0.2 0.0 -0.0537
C 2.96380 -5.05898 1.19523 0.1 0.2 0.0 -0.0579
H 3.08083 -2.57241 0.81379 0.3 0.1 -0.3 0.0793
H -0.05434 -3.85342 2.19101 0.3 -0.2 -0.1 0.0885
H 1.00524 -4.98713 3.09695 0.1 0.2 -0.1 0.0838
H 0.28484 -5.49273 1.56044 0.0 0.2 -0.1 0.0809
H 3.64204 -4.66320 0.42710 -0.2 -0.2 0.2 0.0903
H 2.59123 -6.04208 0.88229 0.0 0.3 0.0 0.0872
H 3.53598 -5.18970 2.12987 -0.2 0.0 -0.2 0.0853
H -4.40563 0.80301 -4.15670 0.1 0.1 0.0 0.0843
H -3.78785 -1.51420 -3.86673 0.0 0.0 0.2 0.0822
C -3.38390 0.99894 -3.80337 0.2 -0.5 0.1 -0.0658
C -3.03870 -1.34717 -3.07985 0.3 0.0 -0.7 -0.0285
N -3.01448 0.06591 -2.75138 -0.7 -0.5 0.1 -0.1731
H -3.31967 2.01671 -3.42489 0.0 0.1 0.0 0.0846
C -3.06909 0.43626 -1.45404 -0.7 -0.5 1.1 -0.3558
O -3.00742 -0.31837 -0.45971 -0.6 1.2 -1.9 -0.0385
H -3.28221 -1.92603 -2.19837 0.1 -0.1 0.1 0.0790
H -3.09840 1.54647 -1.38907 -1.3 -0.9 0.2 0.1220
H -2.70846 0.88210 -4.66143 -0.1 0.1 0.2 0.0833
H -2.05990 -1.66153 -3.46585 -0.2 -0.1 0.2 0.0922
H -1.60895 0.20487 5.03516 0.1 0.0 -0.1 0.0874
H -3.86273 0.87242 3.75255 0.0 0.0 -0.1 0.0839
C -1.10250 0.89288 4.34770 -0.3 0.2 0.0 -0.0411
C -3.20208 1.53955 3.18949 0.2 -0.4 -0.5 -0.0500
N -1.86013 0.98395 3.10758 0.2 0.0 0.3 -0.1801
H -0.09752 0.53201 4.12626 -0.2 0.1 0.0 0.0884
C -1.26670 0.64368 1.94252 1.6 -0.3 -0.6 -0.2232
O -0.03174 0.46359 1.87161 -2.1 -0.3 0.4 -0.1027
H -3.60020 1.67946 2.17043 0.1 -0.1 0.4 0.0966
H -1.93940 0.51346 1.07034 0.3 0.2 0.2 0.1192
H -1.06172 1.87719 4.82796 0.1 -0.1 0.0 0.0856
H -3.16947 2.50492 3.70810 0.0 -0.1 -0.1 0.0826
C 2.56882 0.82835 -2.78993 0.2 0.7 0.1 -0.1844
Si 2.01308 -0.93763 -2.85867 -1.3 -0.9 1.0 0.3467
C 1.17736 -1.01750 -4.56199 0.1 -0.3 -0.2 -0.1790
C 3.55093 -2.02030 -2.78617 0.2 0.0 -0.4 -0.1860
N 0.89705 -1.38958 -1.61256 0.8 1.5 -0.7 -0.0388
C 0.24075 -2.53847 -1.58592 0.2 -0.4 -0.8 -0.4406
C 0.56131 -3.63658 -2.47517 -0.2 0.3 0.4 -0.0930
C 0.01427 -4.88520 -2.28526 0.0 -0.1 -0.2 -0.1601
C -0.96019 -5.10350 -1.31496 -0.3 -0.1 0.4 -0.1812
C -1.42311 -4.01287 -0.54734 0.6 0.1 -0.6 -0.1458
C -0.85189 -2.75648 -0.69056 -0.2 -0.4 0.2 -0.0826
H 2.75701 1.22780 -3.80370 0.0 -0.2 0.3 0.0422
H 3.48134 0.95728 -2.18481 -0.3 0.0 -0.2 0.0145
H 1.76957 1.45296 -2.35676 0.4 -0.6 -0.2 -0.0070
H 1.95173 -0.95532 -5.33003 0.0 0.1 -0.2 0.0155
H 0.61412 -1.94085 -4.71943 0.0 0.0 0.0 0.0083
H 0.49000 -0.17865 -4.70149 0.1 0.0 0.1 -0.0038
H 4.08846 -1.80411 -1.85726 0.0 0.1 -0.1 -0.0102
H 3.32296 -3.09021 -2.80803 0.0 0.1 0.0 0.0081
H 4.20219 -1.78829 -3.63669 0.2 -0.1 0.1 0.0157
H 1.26672 -3.46452 -3.28923 -0.1 -0.2 0.3 0.0588
H 0.35635 -5.70030 -2.92832 -0.2 0.1 0.1 0.0841
H -1.37694 -6.09266 -1.17255 -0.1 0.0 0.0 0.0613
H -2.23483 -4.15862 0.15612 -0.1 0.0 0.1 0.0859
H -1.22198 -1.89561 -0.13118 0.2 -0.3 -0.1 0.0860
```
Positions in Å, forces in eV/Å.

---

Record 2
Here is a molecular structure, C29H48NOOsP3S in a non-equilibrium geometry from OMol25. Energies are from wB97M-V/def2-TZVPD.

Calculated values
HOMO-LUMO gap (alpha / beta) in eV: 8.68 / 4.28
Spin multiplicity: 5
Charge: +4
LUMO level (alpha / beta) in eV: -9.912 / -14.317

XYZ file:
```
84
Properties=species:S:1:pos:R:3:forces:R:3:lowdin_charge:R:1
Os 0.16328 -0.18692 0.20699 -1.9 1.4 1.4 0.9829
P -1.19479 -1.57802 -0.99526 -1.4 -1.6 -1.6 0.6460
P -0.28979 -1.41447 2.25672 -0.4 -1.3 1.4 0.7298
P 0.99156 0.88094 -1.71139 0.7 0.6 -2.0 0.6957
H 2.25801 -1.59763 1.25452 0.0 0.2 -0.2 0.0565
C 2.17669 -0.71565 0.61491 0.8 0.8 1.0 -0.2750
C 1.90976 0.56422 1.23284 3.1 -0.6 0.4 -0.2335
H 1.76663 0.61062 2.31636 -0.3 0.0 -0.5 0.0525
C -0.25558 -3.07979 -1.45530 0.2 0.0 0.0 -0.2085
C -2.70613 -2.22417 -0.19675 0.0 0.1 0.3 -0.2237
C -1.94015 -0.98556 -2.55324 0.0 0.1 -0.1 -0.2248
C 0.68471 -1.03324 3.76415 0.2 0.3 -0.3 -0.2032
C -1.97030 -1.33479 2.98293 -0.1 0.1 -0.3 -0.2019
C 0.05241 -3.21053 2.08713 0.0 0.2 0.0 -0.2262
C 2.47018 1.95968 -1.56658 -0.3 -0.2 0.3 -0.2086
C -0.17437 1.96092 -2.60880 0.0 -0.1 0.1 -0.1994
C 1.59785 -0.32177 -2.93917 0.0 0.0 -0.1 -0.2558
H 2.80981 -0.75143 -0.27544 -0.2 0.1 0.2 0.0633
H 2.36941 1.46227 0.80773 -0.4 -0.3 0.1 0.0610
H -0.92061 -3.81802 -1.92243 -0.1 0.2 0.2 0.0871
H 0.20279 -3.52924 -0.56974 -0.2 0.0 -0.1 0.0357
H 0.54691 -2.84298 -2.16303 -0.3 0.1 0.3 0.0112
H -3.35054 -2.70143 -0.94805 0.3 0.1 0.1 0.0819
H -3.26041 -1.38777 0.24162 0.0 -0.2 -0.1 0.0511
H -2.47839 -2.95548 0.58385 -0.1 0.2 -0.1 0.0442
H -2.71053 -1.69543 -2.88543 0.3 0.1 0.1 0.0793
H -1.20214 -0.87197 -3.35112 -0.2 0.0 0.1 0.0406
H -2.43009 -0.02251 -2.37495 0.0 -0.2 -0.1 0.0546
H 0.49043 -1.82045 4.50651 0.0 0.2 -0.3 0.0858
H 0.36660 -0.06673 4.17422 0.1 -0.2 -0.1 0.0388
H 1.75745 -1.00811 3.54938 -0.1 -0.1 0.2 0.0593
H -2.09548 -2.16681 3.69106 0.1 0.2 -0.2 0.0903
H -2.74916 -1.39896 2.21995 0.1 0.0 0.3 0.0234
H -2.07811 -0.38287 3.51789 0.0 -0.3 -0.1 0.0333
H 0.12840 -3.63726 3.09589 -0.1 0.0 -0.3 0.0770
H 1.00365 -3.36292 1.56557 -0.2 -0.1 0.1 0.0441
H -0.75161 -3.71501 1.54189 0.2 0.0 0.1 0.0431
H 2.80870 2.20765 -2.58147 -0.1 0.0 0.3 0.0792
H 3.27798 1.44735 -1.03422 0.0 0.2 -0.2 0.0564
H 2.20036 2.88155 -1.03847 0.2 -0.1 -0.1 0.0696
H 0.30139 2.30351 -3.53810 -0.1 0.0 0.2 0.0846
H -0.39883 2.82459 -1.97100 0.0 -0.1 -0.2 0.0564
H -1.10405 1.43586 -2.84607 0.3 0.2 0.0 0.0279
H 2.23207 0.21509 -3.65549 -0.2 -0.1 0.1 0.0713
H 0.78376 -0.81379 -3.48043 0.3 0.1 0.1 0.0401
H 2.19913 -1.08617 -2.43227 -0.2 0.2 -0.1 0.0303
C 2.92662 -3.66589 -4.34562 -0.4 -0.1 0.6 -0.2235
C 3.33883 -4.95717 -4.75956 -2.1 1.6 0.5 0.1281
C 4.71699 -5.21260 -4.81361 2.5 0.4 -0.1 0.0742
C 5.64730 -4.20904 -4.50000 0.3 0.0 -0.1 0.0092
C 5.20861 -2.91071 -4.23210 1.9 -1.0 -0.5 0.0558
C 3.84717 -2.61865 -4.25009 -2.1 -0.6 0.1 0.0833
O 1.66382 -3.33792 -3.89296 0.1 -1.0 -0.9 0.0144
H 1.05265 -4.10599 -3.90376 0.6 0.4 -0.3 0.1400
H 2.61157 -5.72801 -5.01288 0.1 0.1 0.1 0.1581
H 5.07365 -6.20207 -5.09046 -0.1 0.1 0.1 0.1559
H 6.71668 -4.43216 -4.47418 -0.4 0.0 -0.1 0.1444
H 5.90592 -2.10686 -4.00104 0.0 -0.3 -0.1 0.1500
H 3.46729 -1.61447 -4.09608 0.2 -0.2 -0.1 0.1113
N -0.58753 1.61004 0.74278 -0.5 0.3 0.1 -0.4656
S -2.11189 1.98057 1.32473 -0.7 1.5 0.7 1.1198
C -1.92841 2.14425 3.11758 0.4 0.0 0.9 -0.4233
C -3.08587 2.04612 3.90430 0.0 -0.2 -0.6 -0.0756
C -2.99708 2.06479 5.29526 0.4 0.2 -0.1 -0.0168
C -1.74560 2.20775 5.91191 -0.1 -0.1 -0.1 -0.0114
C -0.59622 2.35963 5.13098 0.0 0.1 -0.2 -0.0467
C -0.68734 2.35116 3.73327 -0.1 -0.1 -0.3 -0.1104
C -2.50174 3.71421 0.91218 -0.3 0.3 -0.4 -0.3888
C -1.67010 4.77759 1.27550 0.1 0.1 0.1 -0.0729
C -2.08980 6.09640 1.04712 0.1 -0.3 0.0 -0.0212
C -3.34385 6.35625 0.47397 0.2 -0.5 0.1 -0.0030
C -4.17047 5.28534 0.11427 0.1 0.1 0.1 -0.0251
C -3.75295 3.97364 0.32473 0.3 -0.6 0.2 -0.0742
H 0.01046 2.43641 0.73192 0.0 -0.1 0.0 0.0385
H -4.04812 1.95173 3.40519 0.0 -0.1 0.2 0.1267
H -3.90154 1.97440 5.89266 0.2 0.0 -0.1 0.1343
H -1.66829 2.21178 7.00239 0.0 0.0 -0.4 0.1359
H 0.38422 2.50327 5.60002 -0.5 0.0 -0.2 0.1331
H 0.20197 2.52047 3.12361 -0.1 -0.1 0.2 0.0993
H -0.71951 4.58510 1.77450 -0.1 0.2 -0.1 0.1096
H -1.44109 6.92791 1.33782 -0.2 -0.4 -0.1 0.1325
H -3.67159 7.38357 0.31801 0.1 -0.3 0.0 0.1356
H -5.15096 5.47212 -0.32052 0.2 -0.1 0.1 0.1327
H -4.39269 3.13068 0.08024 -0.1 0.2 -0.1 0.1124
```
Positions in Å, forces in eV/Å.

---

Computed values of E (unit: Eh) for the preceding records, in sequence: -3786.158699 -2775.197074.